DFT (ωB97M-V with the def2-TZVPD basis set) results for a cluster of 5 separate species, C2H12O5 in total at a distorted geometry.

Results
**Total energy**: -12504.55612 eV
**LUMO level (spin up / spin down)**: 3.72 / 3.49 eV
**Relative energy (zero: lowest compared OMol25 entry of this formula, charge and spin)**: 1.0068 eV
**HOMO-LUMO gap (spin up / spin down)**: 3.078 / 6.924 eV
**<S²>**: 0.753
**Net charge**: -1
**E_HOMO (spin up / spin down)**: 0.64 / -3.44 eV
**Spin multiplicity**: 2

Atoms and positions in Å:
O (0.657, 0.951, -2.485)
C (0.092, 0.155, -1.716)
C (0.783, -1.237, -1.532)
H (-1.018, 0.127, -1.593)
H (1.855, -1.263, -1.712)
H (0.858, -1.407, -0.456)
H (0.130, -1.981, -1.993)
H (-3.664, -0.171, 0.090)
H (-2.522, -1.010, 0.698)
O (-3.005, -0.840, -0.149)
H (1.740, 1.550, -1.032)
H (2.050, 2.637, 0.011)
O (1.780, 1.703, -0.094)
H (1.716, -0.399, 2.197)
H (1.411, 0.768, 1.451)
O (1.046, 0.324, 2.236)
H (-1.836, 0.619, 2.209)
H (-0.536, -0.267, 2.040)
O (-1.536, -0.259, 1.830)